Density functional theory data (ωB97M-V/def2-TZVPD) for a cluster of 11 separate species, C54H123N5O6 in total at a distorted geometry.

The geometry in XYZ format:
```
188
Properties=species:S:1:pos:R:3:forces:R:3
C -7.12089 3.31098 2.42248 -1.2 2.0 1.2
C -7.15115 1.88866 2.11431 0.9 -3.1 -0.2
C -5.61942 1.47703 2.07593 -0.9 1.1 -1.6
O -4.94606 2.62640 2.53727 0.9 0.4 1.9
C -5.74528 3.77632 2.23355 1.7 -0.4 -1.1
H -7.26910 3.36796 3.50085 -0.3 0.3 0.2
H -7.83111 4.01155 1.98329 -0.2 -0.4 -0.3
H -7.61485 1.56251 1.18334 -0.2 0.2 0.1
H -7.56904 1.37047 2.97741 -0.5 -0.3 -0.4
H -5.29222 1.37332 1.04138 -0.3 -0.2 -0.5
H -5.33100 0.52324 2.51775 0.0 0.4 0.8
H -5.46117 4.01255 1.20809 -0.4 0.4 -0.4
H -5.55019 4.66605 2.83224 0.6 -0.3 0.3
C -1.76283 4.88136 -1.59720 -0.4 -0.8 -1.5
C -1.06327 6.06671 -0.98736 0.1 0.0 0.9
C -1.28239 5.78948 0.53282 -0.3 -1.5 0.1
O -2.06013 4.54988 0.60752 -0.4 0.7 -0.4
C -2.81362 4.48932 -0.62458 0.6 -0.8 1.0
H -1.10383 4.01638 -1.67219 0.4 0.1 0.2
H -2.15886 4.94716 -2.61058 0.0 0.6 -0.1
H -1.49332 7.04291 -1.21139 0.0 -0.1 -0.4
H -0.01687 6.01107 -1.28744 0.1 0.5 0.2
H -1.89789 6.50044 1.08401 0.3 0.6 -0.3
H -0.36906 5.57777 1.08879 0.0 0.3 -0.1
H -3.69645 5.12747 -0.66294 -0.1 0.3 0.3
H -3.11140 3.44750 -0.74311 -0.2 0.0 0.0
C -3.12915 -2.80634 0.13990 0.9 1.0 -0.1
C -4.58701 -2.99499 -0.21540 -0.2 0.6 0.2
C -5.28938 -2.30084 0.98623 0.0 -0.7 -0.1
O -4.36248 -2.25692 2.10160 -1.3 1.0 -1.1
C -3.18035 -2.81382 1.63693 1.4 -2.1 1.2
H -2.66372 -1.85011 -0.09905 -0.5 0.4 -0.6
H -2.43784 -3.52803 -0.29525 -0.2 -0.3 0.2
H -4.79840 -4.06107 -0.29847 -0.2 0.0 0.3
H -4.90858 -2.53330 -1.14896 0.2 0.1 0.0
H -6.16030 -2.87923 1.29456 -0.2 0.2 0.1
H -5.57765 -1.29052 0.69597 -0.1 0.1 0.2
H -3.18794 -3.85347 1.96430 0.1 -0.6 0.1
H -2.32513 -2.38307 2.15764 0.0 0.4 -0.3
C 2.54865 2.94806 0.51866 -0.4 -2.6 0.1
C 3.42247 3.07995 -0.66980 0.2 1.7 -1.0
C 3.54157 4.61136 -0.63518 -0.8 -0.2 0.5
O 3.66282 4.85649 0.78871 1.0 1.7 0.1
C 3.21492 3.75569 1.57082 0.1 -0.2 -1.6
H 2.51119 1.87459 0.70405 -0.6 0.0 0.7
H 1.56188 3.33965 0.27161 -0.2 -0.1 0.1
H 2.96835 2.60276 -1.53823 0.2 0.3 -0.3
H 4.45412 2.75627 -0.53182 -0.1 -0.6 0.2
H 2.62786 5.15513 -0.87504 -0.2 -0.3 -0.8
H 4.35798 5.01230 -1.23587 0.3 0.1 0.5
H 2.45926 4.01197 2.31338 0.6 0.4 0.5
H 4.12917 3.24312 1.87003 -0.3 -0.1 1.0
C 1.73945 -4.72501 0.45945 0.1 -0.6 -1.7
C 1.32704 -4.51410 1.84977 0.4 1.1 2.8
C 0.43414 -5.69200 2.23499 0.7 1.2 0.9
O -0.17328 -6.00834 1.05383 -0.9 -0.9 -1.4
C 0.76576 -5.79651 0.00256 -0.6 -0.4 -0.4
H 2.71679 -5.17000 0.27267 0.3 0.6 0.3
H 1.61669 -3.78276 -0.07459 0.3 -0.2 -0.4
H 0.85046 -3.53447 1.88578 -0.4 -0.1 0.4
H 2.17227 -4.48275 2.53731 0.1 0.3 0.1
H -0.33172 -5.54685 2.99688 0.0 0.5 -0.1
H 1.11726 -6.41631 2.67865 0.1 -0.9 -0.4
H 0.21837 -5.52492 -0.90005 -0.1 -0.2 0.0
H 1.31256 -6.72877 -0.13887 0.0 -0.2 -0.3
C -0.87922 6.19081 5.32910 1.5 1.8 0.9
C 0.53028 6.95497 5.52350 -1.0 0.2 0.1
C 1.16280 6.96098 4.11496 0.9 -0.1 1.3
O 0.28491 6.25377 3.32613 -0.2 1.4 -2.2
C -0.52933 5.46564 4.09246 -1.1 -3.0 -0.7
H -1.74790 6.77957 5.03439 0.3 0.9 0.3
H -1.14979 5.75296 6.28992 0.1 -0.8 -0.5
H 1.18920 6.36750 6.16288 -0.3 -0.1 0.2
H 0.41587 7.93820 5.97985 0.0 0.0 -0.1
H 2.10025 6.40518 4.13403 0.4 -0.1 0.2
H 1.43722 7.93677 3.71416 -0.6 0.1 -0.2
H -0.02141 4.50588 4.18720 0.1 -0.4 0.7
H -1.41143 5.24330 3.49199 -0.1 0.0 -0.1
C 2.82788 0.64197 -7.04377 -0.5 -1.7 -0.6
C 2.55205 2.00868 -6.58190 -0.2 1.7 -0.2
N 1.27745 2.30105 -5.96104 -1.7 -0.7 0.1
C 0.12607 2.11378 -6.90978 0.6 0.6 -1.3
C 0.25046 2.96232 -8.23422 0.4 -0.1 1.6
C 1.01578 1.58205 -4.69696 -0.3 0.9 0.7
C -0.16979 2.23287 -3.93376 0.1 -0.3 -0.3
H 1.98441 0.17813 -7.55516 -0.2 0.2 -0.3
H 2.98591 -0.05826 -6.22353 0.6 0.0 0.1
H 3.63247 0.67723 -7.77826 0.3 -0.4 0.3
H 3.39744 2.32085 -5.96874 -0.2 0.2 0.5
H 2.57756 2.69391 -7.42919 0.3 0.0 -0.1
H 0.08237 1.10022 -7.30839 -0.2 -0.5 0.5
H -0.82312 2.35638 -6.43201 0.3 -0.1 0.2
H 0.41452 3.99418 -7.92365 0.3 0.1 -0.3
H 1.10727 2.56439 -8.77796 -0.1 0.3 -0.3
H -0.63187 2.96078 -8.87421 -0.1 -0.4 0.2
H 1.93104 1.63344 -4.10724 0.1 0.3 0.1
H 0.80684 0.51268 -4.72650 -0.1 -0.4 -0.8
H -0.02091 3.30504 -3.80575 0.0 0.0 -0.1
H -0.41553 1.79780 -2.96504 0.7 -0.2 0.2
H -1.10572 2.03461 -4.45610 0.0 0.3 -0.3
C -3.97098 -1.44882 5.79175 -0.3 0.3 -0.6
C -2.63203 -2.03223 6.15085 0.0 0.3 0.3
N -2.59503 -2.79583 7.41025 0.9 0.1 0.2
C -1.27401 -3.51307 7.47797 -2.4 -0.8 -0.8
C -1.27527 -4.66861 6.38240 0.7 1.3 1.6
C -2.77217 -1.88984 8.58591 -1.1 -0.3 -1.2
C -3.03759 -2.63061 9.87766 0.7 0.2 0.2
H -3.88310 -0.97450 4.81430 0.2 0.4 0.0
H -4.33966 -0.69623 6.48872 -0.2 -0.2 0.0
H -4.69380 -2.22845 5.55132 -0.2 -0.1 0.7
H -2.36242 -2.58559 5.25129 0.3 -0.7 0.5
H -1.87593 -1.25201 6.23852 0.2 0.5 -0.2
H -0.43708 -2.81700 7.42209 0.3 0.1 -0.3
H -1.23674 -4.01949 8.44247 0.1 0.1 0.1
H -0.92825 -4.31738 5.41064 0.1 -0.2 0.1
H -0.59307 -5.37087 6.86150 0.1 -0.5 -0.8
H -2.26619 -5.11373 6.29260 0.1 0.1 0.1
H -3.67173 -1.28877 8.45317 0.1 0.0 -0.7
H -1.96722 -1.16237 8.69051 0.5 0.0 0.0
H -2.09921 -2.57679 10.42962 -0.2 -0.7 0.5
H -3.39002 -3.64426 9.68685 0.2 0.0 0.1
H -3.80295 -2.10742 10.45089 0.1 0.0 0.1
C 1.10568 -3.40944 -3.46942 0.9 0.2 -0.9
C 1.08819 -2.74829 -4.89271 -1.6 -1.7 1.1
N 0.22727 -3.56501 -5.79931 -0.7 2.8 0.7
C -0.09007 -2.77051 -6.98612 -0.3 -0.1 0.0
C -1.14078 -1.74703 -6.70428 -0.7 0.7 0.6
C 0.64238 -4.87484 -6.05314 0.1 -0.9 -0.8
C 1.95786 -4.96730 -6.79259 0.8 -0.9 0.3
H 1.71827 -4.30968 -3.51837 -0.1 -0.2 0.2
H 0.11203 -3.65412 -3.09409 -0.1 0.0 -0.3
H 1.57742 -2.76574 -2.72697 0.1 0.2 -0.1
H 0.57613 -1.79994 -4.72984 0.4 0.2 -0.5
H 2.07568 -2.66823 -5.34719 0.3 0.5 0.3
H -0.57103 -3.38490 -7.74724 0.6 -0.5 -0.1
H 0.76646 -2.23561 -7.39642 0.5 -0.3 -0.3
H -1.93365 -2.27958 -6.17907 -0.3 0.4 0.1
H -1.54477 -1.28247 -7.60376 0.0 -0.2 -0.2
H -0.80179 -0.89424 -6.11611 0.0 -0.2 0.3
H 0.69057 -5.45234 -5.12995 0.2 0.1 0.1
H -0.14957 -5.36029 -6.62344 -0.1 -0.1 -0.2
H 2.74186 -4.58671 -6.13792 0.2 0.0 -0.1
H 2.16223 -6.02748 -6.94208 0.3 -0.1 -0.2
H 2.05900 -4.47182 -7.75819 -0.4 0.1 0.1
C 0.09442 -0.91720 3.38755 -0.8 -0.2 1.2
C 0.47744 -0.44368 1.99762 0.6 -0.6 1.0
N -0.63712 -0.11074 1.17726 -1.4 0.4 -1.9
C -1.62505 0.86505 1.72808 1.3 1.4 -0.5
C -0.91605 2.07695 2.37536 -0.3 -0.3 0.3
C -0.17034 0.29264 -0.20571 0.2 -1.2 0.3
C 0.63952 -0.84141 -0.96847 -1.2 0.7 1.3
H -0.76128 -1.59047 3.43838 -0.5 0.3 -0.6
H -0.13526 -0.07915 4.04559 -0.2 0.1 0.0
H 0.76438 -1.53120 3.98943 1.0 0.2 -0.6
H 1.15380 0.40373 2.10961 0.4 0.3 0.0
H 1.04528 -1.24739 1.52890 0.0 0.0 -0.3
H -2.14452 1.32662 0.88831 -0.1 -0.4 -0.3
H -2.44346 0.51464 2.35700 0.4 -0.8 0.2
H -0.11863 2.42277 1.71762 0.0 0.1 0.0
H -1.61754 2.89641 2.53193 0.0 0.0 -0.1
H -0.47619 1.83496 3.34287 0.1 0.0 0.0
H 0.47860 1.16730 -0.25001 0.4 0.3 0.7
H -1.00144 0.66066 -0.80731 -0.5 -0.7 0.1
H 0.40487 -0.71518 -2.02540 0.7 0.0 -0.1
H 0.34745 -1.85512 -0.69425 -0.6 0.0 0.1
H 1.68277 -0.81186 -0.65406 0.1 0.4 -0.7
C 4.54348 -2.42825 0.70967 0.3 1.4 -1.0
C 4.37994 -1.84392 -0.70038 0.9 0.6 -0.4
N 5.66302 -1.42146 -1.27814 -0.5 0.2 0.5
C 5.54710 -0.63324 -2.51486 -0.4 -0.9 -0.3
C 4.87803 -1.34246 -3.69440 0.2 -0.3 -0.6
C 6.52502 -2.54827 -1.34728 3.0 -0.4 0.2
C 7.88203 -2.17824 -1.99874 -0.8 -0.6 -0.9
H 3.53943 -2.36411 1.12904 0.2 -1.0 0.5
H 5.17120 -1.71821 1.24810 0.0 0.1 0.2
H 5.12442 -3.34982 0.67354 -0.9 -0.3 0.4
H 3.95607 -2.56807 -1.39610 -0.7 -0.2 0.1
H 3.77599 -0.93693 -0.67381 -0.3 -0.2 0.1
H 4.99396 0.28824 -2.33316 0.0 0.0 0.4
H 6.53826 -0.35399 -2.87222 0.0 0.1 0.3
H 3.86279 -1.70851 -3.54142 -0.1 0.4 0.2
H 4.91176 -0.67633 -4.55652 -0.4 0.2 0.0
H 5.43089 -2.21173 -4.05050 0.3 -0.2 0.3
H 6.17381 -3.49933 -1.74759 -0.8 0.0 -1.2
H 6.83130 -2.97151 -0.39065 -0.3 0.9 0.8
H 8.22661 -1.17348 -1.75413 0.0 -0.2 0.3
H 7.72070 -2.21169 -3.07621 0.2 0.2 -0.2
H 8.64657 -2.93394 -1.81849 0.0 0.1 0.3
```
Forces are in eV/Å.

Results
**E_tot**: -77719.16533 eV
**Expectation value of S²**: 0.75
**Spin multiplicity**: 2
**Frontier orbital gap (alpha / beta)**: 1.483 / 8.343 eV
**Total charge**: -1